No. 1
C11H16BrCl2NO2PPt | ωB97M-V with the def2-TZVPD basis set

```
35
Properties=species:S:1:pos:R:3:forces:R:3:nbo_charge:R:1
C -2.78481 -0.76073 -2.67033 0.18 -0.24 -1.19 -0.74
C -2.08534 0.28976 -1.91872 2.68 1.83 -0.71 0.54
H -2.37057 -1.10525 -3.66425 -0.53 1.19 0.93 0.30
H -3.71680 -0.15819 -2.65420 -0.39 -0.91 -1.12 0.30
H -2.99515 -1.67779 -2.12272 -0.11 0.39 0.40 0.27
O -1.21800 1.12218 -2.18650 -1.48 -2.31 -0.06 -0.55
Cl -2.84514 0.50932 -0.36957 -1.05 -0.57 1.48 -0.01
Pt 0.72516 -0.20400 0.48650 -2.91 2.31 1.52 0.86
P 0.21410 -2.40030 0.47528 -0.43 -1.63 0.74 1.13
C 1.62880 -3.38448 -0.04214 0.09 0.03 -0.18 -0.99
C -0.20873 -2.71171 2.20254 0.01 -0.11 -0.18 -0.96
H -2.07157 -2.21567 -0.10310 -0.12 -0.11 0.07 0.27
H -1.43656 -3.88727 -0.20420 -0.16 -0.04 -0.32 0.30
H -1.07429 -2.66517 -1.51301 -0.09 -0.35 -0.05 0.27
C -1.25161 -2.83832 -0.45326 0.36 0.18 -0.01 -0.97
H -1.09706 -2.12518 2.47836 0.35 -0.11 0.06 0.28
H -0.47363 -3.76400 2.23157 -0.12 -0.35 0.24 0.29
H 1.34273 -4.42848 0.08256 0.04 -0.18 0.07 0.30
H 2.53815 -3.18679 0.53403 -0.26 0.03 0.13 0.29
H 0.64203 -2.54253 2.86568 -0.19 0.08 0.00 0.28
H 1.86982 -3.23637 -1.09797 -0.17 0.07 0.00 0.29
C 2.10240 -0.08413 -0.71446 7.78 0.26 -4.27 0.44
O 3.20836 -0.06868 -1.07211 -4.31 -0.12 1.09 -0.30
Cl 2.21188 -0.10621 2.11577 0.61 0.00 1.17 0.00
Br -2.30519 4.35517 -1.79279 2.03 -0.10 1.20 0.54
C -0.71316 3.95500 -0.82441 -1.18 -0.25 0.11 -0.06
C 0.39741 4.74556 -0.56448 1.67 2.01 -0.63 -0.16
C 1.58690 4.27112 0.04553 -1.90 -0.22 -0.26 -0.14
C 1.61165 2.85936 0.34660 0.72 1.57 -0.23 0.17
N 0.52695 2.10623 0.12202 -0.40 0.06 1.24 -0.57
C -0.64581 2.69989 -0.20161 0.11 -2.27 -0.58 0.19
H 0.29576 5.76977 -0.94981 0.59 -0.21 0.42 0.30
H 2.43042 4.93420 0.31616 -0.60 -0.48 -0.40 0.31
H 2.55921 2.46442 0.79536 -1.12 -0.08 -0.64 0.26
H -1.52170 2.06900 -0.04127 0.30 0.63 -0.01 0.26
```
Forces are in eV/Å.

HOMO energy (alpha / beta) in eV: -19.099 / -20.215
Electronic energy in Eh: -4587.77088
Net charge: +3
Kohn-Sham gap (alpha / beta) in eV: 8.6 / 5.4
Multiplicity: 5
Lowest unoccupied orbital energy (alpha / beta) in eV: -10.52 / -14.81



No. 2
C11H16Cl2F6NO8S2 | ωB97M-V with the def2-TZVPD basis set

```
46
Properties=species:S:1:pos:R:3:forces:R:3:nbo_charge:R:1
C 1.86636 -1.45357 0.51960 -0.30 -0.24 -0.24 -0.62
C 1.02741 -0.31823 -0.02101 0.88 0.05 0.46 -0.22
Cl 2.06542 0.57389 -1.18098 -0.13 0.07 -0.33 -0.07
C 0.52627 0.55980 1.14016 0.07 0.46 -1.17 -0.50
Cl 1.70754 1.78744 1.61155 0.18 0.02 0.42 -0.01
S -0.98904 1.46459 0.65831 -0.29 0.56 -0.21 2.31
O -0.59553 2.33222 -0.39738 0.39 0.43 -1.18 -0.97
O -1.43386 2.15250 1.83582 -0.36 -0.43 0.99 -0.98
N -2.01711 0.40272 0.06487 0.84 -0.46 1.43 -1.20
S -2.19647 -0.91797 0.97073 -0.96 0.39 -1.15 2.16
O -3.57940 -1.13761 1.23537 -1.19 -0.02 0.57 -0.98
O -1.54169 -2.02198 0.33857 1.12 -0.76 0.05 -0.99
H 2.83613 -1.12162 0.85468 0.25 0.19 0.19 0.22
H 2.00864 -2.17523 -0.26816 0.11 -0.16 -0.20 0.22
H 1.34137 -1.96040 1.31948 -0.17 -0.13 0.26 0.21
H 0.21331 -0.71118 -0.60445 -0.42 0.08 0.01 0.27
H 0.38122 -0.06023 2.00788 -0.32 -0.16 0.25 0.23
H -1.63136 -0.71006 2.18695 0.17 0.20 -0.13 -0.05
C -5.47025 1.07614 -0.18654 -0.34 0.04 0.01 -0.65
C -5.35270 2.47367 -0.74195 0.46 -0.32 0.03 -0.08
O -6.65855 3.08358 -0.95621 -0.05 0.10 -0.13 -0.48
C -7.24816 3.60928 0.09487 0.34 -0.18 -0.10 0.69
O -6.84170 3.65401 1.21763 -0.16 0.12 0.13 -0.54
C -8.58907 4.23362 -0.33688 -0.32 0.08 -0.01 0.90
F -9.28199 3.41374 -1.14603 0.10 0.20 0.16 -0.31
F -8.37403 5.38601 -1.00275 -0.06 -0.22 0.12 -0.32
F -9.35276 4.50738 0.72609 0.15 -0.03 -0.23 -0.31
H -6.10237 0.45879 -0.82813 0.07 0.01 -0.07 0.20
H -4.48331 0.62443 -0.12175 -0.04 0.04 0.02 0.27
H -5.91393 1.07974 0.80824 0.10 0.03 0.06 0.22
H -4.88605 2.45462 -1.72329 -0.15 0.09 -0.09 0.20
H -4.74735 3.11023 -0.09984 -0.16 0.09 0.10 0.21
C 8.38828 -1.92991 0.41517 -0.17 -0.17 0.11 -0.64
C 7.79070 -1.80009 -0.96892 0.37 0.27 0.06 -0.08
O 6.82851 -2.84084 -1.22483 -0.06 -0.08 -0.11 -0.48
C 5.61611 -2.63897 -0.71980 0.25 0.16 -0.06 0.69
O 5.26016 -1.69715 -0.08191 -0.12 -0.05 0.09 -0.53
C 4.69173 -3.80554 -1.11389 -0.33 -0.33 -0.07 0.90
F 5.30008 -4.99261 -0.92931 -0.13 0.26 -0.01 -0.32
F 4.35600 -3.71402 -2.41264 0.11 0.01 0.27 -0.31
F 3.57507 -3.78771 -0.38826 0.42 -0.15 -0.18 -0.30
H 8.81873 -2.92232 0.55189 0.08 0.02 -0.05 0.21
H 9.16899 -1.18416 0.55925 0.01 0.02 -0.03 0.22
H 7.63006 -1.78848 1.18367 -0.02 0.09 -0.02 0.23
H 8.55862 -1.92343 -1.72910 -0.08 -0.16 -0.07 0.19
H 7.32999 -0.82507 -1.11680 -0.17 -0.04 0.05 0.20
```
Forces are in eV/Å.

HOMO energy in eV: -6.212
Electronic energy in Eh: -3401.47529
Net charge: -1
Kohn-Sham gap in eV: 8.4
Multiplicity: 1
ΔE to the lowest compared entry with this formula, charge and spin in kcal/mol: 6.9
Lowest unoccupied orbital energy in eV: 2.15



No. 3
C11H16Cl2NO4S | ωB97M-V with the def2-TZVPD basis set

```
35
Properties=species:S:1:pos:R:3:forces:R:3:nbo_charge:R:1
O 1.07098 -4.25584 -0.40120 0.91 1.67 -0.13 -1.02
S 0.85843 -2.87269 -0.90068 -2.53 -1.42 -2.62 2.31
O -0.52836 -2.44462 -0.58553 1.22 0.41 0.19 -1.05
O 1.10968 -2.75315 -2.41423 0.45 0.23 3.70 -1.02
C 1.92413 -1.68629 0.04598 1.10 -0.57 -0.81 -0.66
C 2.21499 -0.37178 -0.77347 0.51 0.24 0.72 -0.43
C 1.55467 0.92669 -0.18926 0.50 0.68 -1.20 -0.21
N 0.13215 1.12633 -0.59627 0.51 0.27 1.58 -0.63
C -0.78850 0.90782 0.55867 -0.78 -1.29 -1.10 -0.24
C -2.06765 0.18872 -0.02147 -1.19 -0.14 -0.08 -0.03
C -2.48917 0.36756 -1.41429 -1.38 -1.65 2.10 -0.19
C -3.67567 -0.35849 -1.83924 0.03 -0.32 1.03 -0.23
C -4.43213 -1.25587 -0.95850 1.82 1.10 1.16 -0.22
C -4.00868 -1.42113 0.43856 1.15 1.62 -2.05 -0.25
C -2.83168 -0.67151 0.86758 -0.78 -0.31 -1.68 0.29
O -2.44281 -0.80918 2.20828 0.08 -0.03 -0.47 -0.73
H 1.49523 -1.52524 1.06475 0.03 -0.08 -0.98 0.22
H 2.89220 -2.24714 0.19995 -0.96 0.54 -0.19 0.22
H 3.33428 -0.20650 -0.71852 -1.06 -0.07 0.00 0.19
H 1.99360 -0.49117 -1.87031 -0.14 -0.03 1.20 0.26
H 2.12118 1.79578 -0.63913 -0.43 -0.88 0.51 0.18
H 1.67617 1.03084 0.92425 -0.01 -0.39 -0.94 0.17
H 0.01680 2.08997 -0.91514 0.11 -0.41 0.16 0.35
H -0.31621 0.19119 1.28903 -0.35 0.81 -0.82 0.20
H -1.03022 1.85210 1.11554 0.04 -0.75 -0.42 0.18
H -1.90508 1.02211 -2.09828 -0.59 -0.77 0.63 0.23
H -4.05607 -0.24658 -2.88756 0.55 -0.10 1.07 0.20
H -5.32037 -1.81689 -1.34193 0.97 0.65 0.35 0.21
H -4.54370 -2.09167 1.14537 0.57 0.63 -0.63 0.22
H -1.60489 -1.30263 2.27065 -0.40 0.16 -0.39 0.49
C 4.02158 3.50025 1.79709 0.06 0.03 0.11 -0.40
Cl 4.54601 2.99214 0.18818 0.15 0.05 0.05 -0.02
Cl 2.25777 3.54262 1.92612 0.07 0.19 0.16 -0.02
H 4.41008 2.79910 2.53077 -0.11 -0.03 -0.13 0.22
H 4.41128 4.49514 1.99427 -0.10 -0.06 -0.10 0.22
```
Forces are in eV/Å.

HOMO energy in eV: -4.632
Electronic energy in Eh: -2103.03663
Net charge: -1
Kohn-Sham gap in eV: 6.8
Multiplicity: 1
Lowest unoccupied orbital energy in eV: 2.19



No. 4
C11H16Cl3GeInN3O3 | ωB97M-V with the def2-TZVPD basis set

```
38
Properties=species:S:1:pos:R:3:forces:R:3:nbo_charge:R:1
In -0.52818 0.31349 0.94133 -1.31 -0.44 -0.48 1.28
C 3.50982 2.43281 0.53720 2.36 6.90 6.46 -0.54
C 1.64688 1.80028 -0.51195 -7.20 1.01 -1.24 0.21
O 0.52949 2.13177 -0.68810 0.54 -0.04 0.58 -0.43
N 2.94749 0.24790 -1.36816 -2.05 -1.12 -2.29 -0.82
C 2.94896 -0.84655 -2.23627 -0.16 -1.76 1.28 -0.25
C 2.80803 -2.06549 -1.23402 -0.44 0.85 0.31 0.23
C 3.09827 -3.34348 -1.63251 -0.09 -0.20 0.13 -0.22
C 2.95613 -4.39240 -0.72289 0.08 -0.05 -0.36 -0.09
C 2.49706 -4.13684 0.54671 -0.15 0.00 0.38 -0.23
C 2.21152 -2.82780 0.89757 0.14 0.13 -0.17 0.07
N 2.36529 -1.79907 0.05893 0.82 0.04 -1.24 -0.56
H 4.46209 2.92772 0.71374 0.22 -0.37 -0.89 0.29
H 3.34115 2.34048 -1.50148 -1.43 0.29 -0.48 -0.05
H 3.98333 0.76115 0.12754 4.73 -3.43 2.88 0.19
H 4.37009 1.55026 -0.84518 2.35 -0.63 0.58 0.05
H 3.86065 -0.87996 -2.83406 0.09 -0.25 0.13 0.25
H 2.10243 -0.81746 -2.92719 -0.08 0.01 0.10 0.26
H 3.43828 -3.53783 -2.64106 0.02 0.05 -0.01 0.25
H 3.20707 -5.40134 -1.02243 0.00 0.00 0.01 0.26
H 2.38098 -4.93020 1.27097 -0.04 0.02 0.02 0.26
H 1.88864 -2.55813 1.89817 -0.05 -0.19 0.07 0.21
N -2.45143 1.83586 0.78482 0.42 -0.53 0.25 -0.86
C -3.74931 1.15783 0.50579 -0.51 0.13 -0.30 -0.22
C -3.70496 0.23202 -0.73482 0.33 -0.16 0.11 -0.50
C -2.37434 -0.42530 -0.51116 -0.76 -0.57 -0.61 0.77
O -2.24504 -1.21003 0.46574 0.86 0.58 0.47 -0.69
O -1.38754 0.08691 -1.12043 0.70 0.08 0.50 -0.73
H -2.51660 2.37717 1.64079 -0.13 0.18 -0.11 0.42
H -2.16961 2.44325 0.01938 -0.13 0.14 0.04 0.41
H -4.54425 1.88680 0.33681 0.16 0.18 0.08 0.24
H -4.01031 0.57672 1.38626 0.06 -0.05 -0.01 0.23
H -3.68048 0.75655 -1.68613 -0.14 0.19 0.10 0.25
H -4.53764 -0.46567 -0.70690 -0.01 0.02 0.10 0.27
Cl 3.09109 1.37564 -0.49446 2.15 2.04 -8.04 1.05
Ge 2.72092 0.12826 1.35324 -0.55 -3.19 1.05 0.88
Cl 5.00564 -0.29532 1.06684 -0.19 -0.23 0.50 -0.29
Cl 2.48939 2.95632 1.83388 -0.58 0.33 0.08 0.13
```
Forces are in eV/Å.

HOMO energy (alpha / beta) in eV: -14.651 / -14.941
Electronic energy in Eh: -4464.90463
Net charge: +2
Kohn-Sham gap (alpha / beta) in eV: 5.6 / 5.1
Multiplicity: 2
ΔE to the lowest compared entry with this formula, charge and spin in kcal/mol: 672.6
Lowest unoccupied orbital energy (alpha / beta) in eV: -9.05 / -9.86



No. 5
C11H16ClFO6 | ωB97M-V with the def2-TZVPD basis set

```
35
Properties=species:S:1:pos:R:3:forces:R:3:nbo_charge:R:1
C -0.66761 -2.46584 2.70486 0.02 0.10 -0.09 -0.61
C 0.25706 -2.32917 1.42980 -1.05 0.67 1.49 -0.44
C 0.49477 -0.79726 1.20152 -0.42 -0.02 0.68 0.19
F 1.85585 -0.57421 1.48893 -0.45 0.20 -0.66 -0.37
C 0.11572 -0.29733 -0.21644 1.38 0.27 -1.45 0.21
C -1.37740 -0.09127 -0.58166 -0.63 -0.76 1.41 -0.43
C -2.38324 -1.07614 0.09743 0.02 -0.15 -1.15 -0.61
O 0.80957 -1.26878 -1.06952 0.16 0.22 -0.64 -0.53
C 2.01070 -0.76087 -1.52095 -1.84 1.85 2.34 0.98
O 2.73088 -1.29169 -2.24561 1.83 -1.59 -1.66 -0.53
O 2.21522 0.52611 -1.00392 -1.03 -1.59 -0.17 -0.51
C 0.86762 0.95502 -0.76973 0.54 2.54 -0.17 0.26
C 0.46384 1.41643 -2.22285 -0.71 -1.14 -0.99 -0.12
O -0.60251 2.35195 -2.21334 0.55 0.32 1.74 -0.31
O -1.25294 2.27885 -3.44696 -0.55 -0.24 -1.39 -0.45
C 0.83390 2.27487 0.06073 -0.37 -0.51 1.87 -0.54
C 1.89551 2.33263 1.20024 -2.78 -0.75 -0.56 0.60
O 2.98551 2.59989 0.96204 3.18 0.76 -0.24 -0.46
Cl 1.39733 2.03320 2.91765 -0.32 0.16 -0.39 -0.11
H -1.25399 -3.40177 2.70988 0.42 0.33 0.03 0.22
H -1.39430 -1.63261 2.77831 0.32 -0.50 -0.14 0.19
H -0.05692 -2.40786 3.62944 -0.32 -0.15 -0.53 0.21
H 1.21262 -2.79400 1.73345 -0.35 0.27 -0.79 0.24
H -0.20960 -2.82857 0.57009 0.51 0.19 0.28 0.22
H -0.05112 -0.20058 1.96362 0.23 -0.33 -0.44 0.19
H -1.56367 -0.15454 -1.66897 0.55 0.19 0.55 0.24
H -1.64102 0.92509 -0.22007 0.18 -0.47 -0.48 0.22
H -3.34083 -0.98454 -0.45793 0.40 0.06 0.57 0.22
H -2.05361 -2.11727 -0.09302 -0.25 0.52 0.43 0.21
H -2.56037 -0.88298 1.16640 0.18 -0.16 -0.49 0.21
H 0.12423 0.55031 -2.83827 0.26 0.37 0.48 0.21
H 1.35693 1.81221 -2.75253 -0.38 0.05 0.67 0.21
H -2.08056 2.76185 -3.28448 0.34 -0.11 0.20 0.47
H 1.02441 3.17821 -0.54606 -0.05 -0.65 0.16 0.26
H -0.16198 2.36062 0.53796 0.40 0.07 -0.47 0.24
```
Forces are in eV/Å.

HOMO energy in eV: -10.177
Electronic energy in Eh: -1440.13023
Kohn-Sham gap in eV: 10.5
Structure (SMILES): CC[C@@H](F)[C@]1(CC)OC(=O)O[C@]1(COO)CC(=O)Cl
Multiplicity: 1
Lowest unoccupied orbital energy in eV: 0.31



No. 6
C11H16ClHoMoO2 | ωB97M-V with the def2-TZVPD basis set

```
32
Properties=species:S:1:pos:R:3:forces:R:3:mulliken_spin:R:1
Ho 2.61618 2.87906 -0.53587 1.29 1.10 -0.51 4.10
Cl 1.03349 2.25052 1.05362 -2.81 0.61 3.63 0.07
C 1.47158 3.96717 -1.73159 -3.16 3.95 -3.76 -0.02
C 4.03515 3.39617 0.75143 4.46 2.14 3.62 -0.02
H 2.15733 4.69868 -2.16555 -0.23 0.48 -0.42 0.00
H 1.04032 3.35385 -2.52243 -0.24 0.11 -0.30 0.00
H 0.68666 4.47707 -1.17933 -0.30 0.35 -0.20 0.00
H 4.62917 4.14004 0.21217 0.46 0.28 0.29 0.00
H 4.66424 2.54523 1.01131 0.29 0.00 0.23 0.00
H 3.61710 3.84244 1.65071 0.26 0.24 0.33 0.00
Mo 1.24195 0.33531 -0.03653 -0.58 -4.07 -0.50 1.73
C 1.70093 -1.25550 1.20294 0.53 -0.19 0.41 -0.07
C 2.83550 0.96566 -1.09986 -1.54 -5.48 -1.69 0.14
H 2.69510 -1.64355 0.92180 -0.26 0.05 0.10 0.00
H 1.69866 -0.95319 2.26381 -0.04 -0.15 -0.42 0.03
H 0.93301 -2.04097 1.03657 0.43 0.47 0.04 0.01
H 3.82240 0.64966 -0.86701 1.06 -0.19 0.31 -0.01
H 2.50928 0.94729 -2.13752 0.33 -0.44 -0.66 0.02
O -1.15277 -0.44954 1.89169 -0.57 -0.10 -2.32 0.01
C -1.40857 -0.71687 0.70040 -0.14 -0.79 2.55 -0.01
O -0.63985 -0.36705 -0.30052 0.25 0.94 -0.75 0.02
C -2.52494 -1.68457 0.34259 -0.06 0.00 -0.05 0.00
C -2.68195 -2.15163 -0.97084 -0.01 -0.03 0.00 0.00
C -3.64404 -3.11450 -1.27275 -0.06 0.02 0.26 0.00
C -4.46423 -3.62206 -0.26480 0.21 0.20 0.01 0.00
C -4.31844 -3.16226 1.04522 0.12 0.08 -0.15 0.00
C -3.35458 -2.20231 1.35308 0.01 -0.04 -0.24 0.00
H -2.04169 -1.78790 -1.77467 -0.12 0.04 0.35 0.00
H -3.74999 -3.47901 -2.29289 0.04 0.11 0.20 0.00
H -5.20770 -4.37887 -0.49969 0.09 0.11 0.05 0.00
H -4.95533 -3.56527 1.83091 0.15 0.12 -0.14 0.00
H -3.24398 -1.87308 2.38360 0.13 0.07 -0.27 0.00
```
Forces are in eV/Å.

HOMO energy (alpha / beta) in eV: -7.302 / -7.183
Electronic energy in Eh: -2055.37873
Kohn-Sham gap (alpha / beta) in eV: 5.8 / 6.2
Multiplicity: 7
Lowest unoccupied orbital energy (alpha / beta) in eV: -1.46 / -0.94



No. 7
C11H16ClO5PW | ωB97M-V with the def2-TZVPD basis set

```
35
Properties=species:S:1:pos:R:3:forces:R:3:nbo_charge:R:1
Cl 1.16123 1.40702 -1.98670 -1.38 -2.60 0.11 -0.30
C 0.02931 -2.43254 -2.68274 -0.34 0.73 -0.24 -0.27
C -0.21064 -3.13063 -1.47886 -0.91 0.37 0.48 -0.18
C 0.85180 -2.84051 -0.58252 0.42 0.53 0.49 -0.28
H -1.05573 -3.76459 -1.27026 -0.01 -0.29 -0.08 0.29
C 1.74664 -1.95076 -1.22596 0.33 -0.32 1.20 -0.02
C 1.24236 -1.72514 -2.53391 -0.98 0.63 -0.32 -0.12
H 1.66105 -1.03256 -3.24111 0.19 -0.04 -0.25 0.31
H -0.60198 -2.43403 -3.55543 -0.02 -0.09 -0.14 0.30
H 0.95529 -3.22156 0.42003 0.06 -0.14 0.10 0.29
C 3.01085 -1.39315 -0.67297 0.05 0.28 0.03 -0.66
W -0.39455 -0.80012 -0.90293 6.67 0.72 -2.44 0.70
C -1.86251 -1.40039 0.19650 -6.86 -3.69 5.00 0.49
C -1.74464 0.37051 -1.70715 -5.03 4.96 -4.26 0.52
O -2.76031 -1.76590 0.86093 4.07 1.79 -3.03 -0.28
O -2.49177 1.11689 -2.20241 2.90 -3.19 2.12 -0.28
H 2.92586 -1.21804 0.39820 0.07 -0.12 0.05 0.24
H 3.24006 -0.44503 -1.15623 0.08 -0.02 -0.02 0.27
H 3.85007 -2.07475 -0.83616 -0.12 -0.06 -0.05 0.29
C -2.61472 2.05930 2.15373 -2.60 0.67 0.77 -0.31
O -1.21042 2.01006 2.25098 -0.01 -1.89 -3.10 -0.71
P -0.67645 1.00837 0.98051 3.40 3.43 4.49 1.90
O 0.38121 2.22119 0.41605 -1.08 -3.55 1.97 -0.77
C -0.37298 3.31875 -0.05597 -0.61 2.05 -0.57 -0.30
O -0.14367 -0.13087 2.13422 -0.90 0.84 -3.75 -0.74
C 1.16416 0.21259 2.51505 2.64 0.02 1.66 -0.30
H -3.06761 1.04942 2.27879 0.15 0.55 -0.13 0.19
H -2.94215 2.53199 1.20046 0.08 -0.32 0.54 0.19
H -3.00376 2.69002 2.97828 0.30 -0.39 -0.48 0.25
H -1.16647 3.01156 -0.77040 0.29 0.19 0.40 0.18
H -0.78708 3.91859 0.78157 0.12 -0.55 -0.50 0.22
H 0.30821 3.99206 -0.61522 -0.23 -0.65 0.29 0.25
H 1.83625 0.33851 1.64036 -0.37 0.16 0.49 0.18
H 1.16295 1.12331 3.15235 0.03 -0.48 -0.53 0.24
H 1.58014 -0.61958 3.11890 -0.38 0.47 -0.31 0.23
```
Forces are in eV/Å.

HOMO energy (alpha / beta) in eV: -16.839 / -16.811
Electronic energy in Eh: -1672.83938
Net charge: +2
Kohn-Sham gap (alpha / beta) in eV: 6.4 / 5.6
Multiplicity: 3
ΔE to the lowest compared entry with this formula, charge and spin in kcal/mol: 34.4
Lowest unoccupied orbital energy (alpha / beta) in eV: -10.44 / -11.23